A molecular structure, C12H24HgN4OTa at a distorted geometry. Source: the Open Molecules 2025 dataset; level of theory: ωB97M-V with the def2-TZVPD basis set.

Geometry (Å):
N (1.99156, -0.29952, 1.16394)
C (3.02275, -0.76444, 1.61369)
O (4.06338, -1.22842, 1.93317)
Hg (2.30138, 0.04250, -2.75761)
Ta (0.11938, 0.00422, 0.70352)
N (-0.54910, -1.53669, -0.27753)
N (-0.23007, 1.71081, -0.09279)
C (-0.41083, -2.95754, 0.08477)
C (0.37873, 3.03569, -0.16920)
C (0.75422, -3.53187, -0.71459)
C (-1.69941, -3.68583, -0.27120)
C (-0.12699, -3.10781, 1.57628)
C (0.05327, 3.63746, -1.53259)
C (-0.18237, 3.91698, 0.94747)
C (1.87979, 2.88533, 0.01613)
H (0.62495, -3.39004, -1.79419)
H (0.82958, -4.60781, -0.51551)
H (1.69234, -3.04116, -0.42680)
H (-2.55463, -3.21285, 0.22034)
H (-1.65079, -4.71566, 0.08989)
H (-1.88794, -3.71864, -1.35049)
H (0.80061, -2.58940, 1.86852)
H (0.00362, -4.17830, 1.77149)
H (-0.97367, -2.74244, 2.17646)
H (0.36274, 2.95147, -2.33480)
H (0.60044, 4.58061, -1.63329)
H (-1.01863, 3.85142, -1.63996)
H (-1.26740, 4.05327, 0.86652)
H (0.27062, 4.91046, 0.87020)
H (0.05172, 3.51290, 1.94132)
H (2.14616, 2.41065, 0.97458)
H (2.30745, 3.89468, -0.00486)
H (2.31630, 2.30287, -0.81161)
C (-1.71930, 1.67095, -0.28644)
H (-2.17750, 0.74052, 0.12383)
H (-2.22886, 2.50500, 0.22011)
H (-1.93587, 1.71922, -1.36116)
C (-1.03554, -1.28569, -1.65952)
H (-2.12256, -1.40114, -1.72239)
H (-0.79508, -0.26643, -1.98637)
H (-0.57031, -1.98704, -2.35716)
N (-0.81950, -0.05732, 3.85554)
C (-0.61468, -0.03094, 2.68225)

Its energy above the lowest of the compared OMol25 structures with the same formula, charge and spin is 0.000 eV. For the energy, the calculation gives -26550.402 eV. Its HOMO-LUMO gap (alpha / beta) is 8.602 / 4.017 eV. The value obtained for the LUMO energy (alpha / beta) is -0.30999 / -0.45342 Ha. The total charge is +2. The spin multiplicity is 2. The highest occupied orbital energy (alpha / beta) comes out at -17.037 / -16.355 eV.

Löwdin atomic charge list, values in e, 4 entries: atom 1 (N): -0.072, atom 2 (C): -0.332, atom 3 (O): 0.237, atom 4 (Hg): 0.812